The following is a DFT calculation (ωB97M-V/def2-TZVPD) of a molecular structure, C38H45InN3S.

The HOMO-LUMO gap comes out at 7.60 eV. As for the HOMO energy: -10.692 eV. Its molar mass is 690.7 g mol⁻¹. As for the total energy: -60612.86208 eV. Its net charge is +1.

CARTESIAN COORDINATES (ANGSTROEM)
1 In -0.3078 0.1723 1.1968
2 C 1.7056 -0.4845 -4.3249
3 C 3.1977 -0.5681 -3.9957
4 C 3.8654 0.7555 -4.4070
5 C 3.8078 -1.7265 -4.7937
6 C 3.4378 -0.7718 -2.4973
7 C 4.7483 -1.0111 -2.0279
8 C 5.0358 -1.1827 -0.6906
9 C 3.9802 -1.1021 0.2172
10 S 3.9901 -1.2834 1.9440
11 C 2.2873 -1.0098 1.9834
12 N 1.7546 -0.7980 0.8105
13 C 2.6881 -0.8487 -0.2175
14 C 2.4144 -0.6853 -1.5752
15 C 1.4973 -0.9981 3.2267
16 C 2.0131 -1.4617 4.4360
17 C 1.2145 -1.4616 5.5679
18 C -0.0984 -1.0133 5.4958
19 C -0.6169 -0.5482 4.2912
20 C 0.1853 -0.5296 3.1578
21 H 1.5734 -0.4517 -5.4072
22 H 1.2521 0.4196 -3.9095
23 H 1.1627 -1.3563 -3.9492
24 H 3.6787 0.9617 -5.4640
25 H 4.9462 0.7209 -4.2534
26 H 3.4667 1.5851 -3.8178
27 H 3.6156 -1.5784 -5.8586
28 H 3.3671 -2.6810 -4.4958
29 H 4.8885 -1.7957 -4.6621
30 H 5.5636 -1.0587 -2.7384
31 H 6.0450 -1.3750 -0.3506
32 H 1.3930 -0.4916 -1.8813
33 H 3.0279 -1.8388 4.4930
34 H 1.6130 -1.8241 6.5065
35 H -0.7268 -1.0279 6.3781
36 H -1.6381 -0.1995 4.2552
37 C -5.9780 0.6878 1.1000
38 C -5.0086 -0.1705 1.9263
39 C -4.0675 0.7000 2.7630
40 C -4.3625 -1.2784 1.0926
41 C -5.0649 -2.4823 1.0360
42 C -4.5936 -3.5811 0.3412
43 C -3.3890 -3.4939 -0.3370
44 C -2.6600 -2.3150 -0.3330
45 C -1.3518 -2.2553 -1.1145
46 C -1.5442 -2.6590 -2.5782
47 C -0.2849 -3.1270 -0.4363
48 C -3.1547 -1.2122 0.3901
49 N -2.3372 -0.0379 0.4184
50 C -2.7362 1.1074 -0.0508
51 C -1.9000 2.2323 -0.0365
52 C -2.1395 3.5456 -0.4306
53 C -0.9516 4.2382 -0.2215
54 C -0.0112 3.3297 0.2865
55 N -0.5887 2.1122 0.3951
56 C 1.4207 3.6383 0.6496
57 C 1.4383 4.4156 1.9758
58 C 2.0460 4.4957 -0.4596
59 C 2.2419 2.3603 0.8144
60 H -6.6701 1.2157 1.7595
61 H -6.5667 0.0687 0.4221
62 H -5.4528 1.4427 0.5095
63 H -5.6262 -0.7097 2.6466
64 H -3.5485 1.4628 2.1797
65 H -3.3223 0.0788 3.2631
66 H -4.6430 1.2186 3.5314
67 H -6.0052 -2.5579 1.5709
68 H -5.1584 -4.5042 0.3398
69 H -3.0186 -4.3562 -0.8802
70 H -0.9951 -1.2237 -1.1240
71 H -1.7982 -3.7172 -2.6643
72 H -0.6275 -2.4862 -3.1477
73 H -2.3476 -2.0817 -3.0388
74 H -0.5883 -4.1756 -0.4380
75 H -0.1323 -2.8350 0.6075
76 H 0.6745 -3.0479 -0.9549
77 H -3.7276 1.2008 -0.4871
78 H -3.0714 3.9328 -0.8165
79 H -0.7783 5.2859 -0.4142
80 H 0.8892 5.3540 1.8893
81 H 2.4684 4.6433 2.2596
82 H 0.9841 3.8260 2.7754
83 H 1.5735 5.4766 -0.5193
84 H 1.9474 4.0086 -1.4324
85 H 3.1084 4.6463 -0.2568
86 H 1.9433 1.8164 1.7175
87 H 3.2989 2.6075 0.9237
88 H 2.1387 1.7075 -0.0543


The following is a DFT calculation (ωB97M-V/def2-TZVPD) of a molecular structure, C38H45N16SZr.

The HOMO-LUMO gap comes out at 6.66 eV. The relative energy (zero: lowest compared OMol25 entry of this formula, charge and spin) comes out at 13.2 kJ/mol. As for the HOMO energy: -15.729 eV. Its molar mass is 849.2 g mol⁻¹. As for the total energy: -76074.73128 eV. Its net charge is +3.

CARTESIAN COORDINATES (ANGSTROEM)
1 Zr -0.0215 0.2532 0.0053
2 C 1.5545 -1.4964 -3.9608
3 C 0.7398 -1.0907 -2.7820
4 N 1.1080 -0.1366 -1.9811
5 N 2.2985 0.4827 -2.3095
6 C 2.5125 1.6011 -1.6598
7 N 3.6416 2.2676 -1.9439
8 S 1.4716 2.3427 -0.4617
9 C -0.5409 -1.7285 -2.4302
10 C -0.7381 -3.0292 -2.6841
11 C -1.7822 -3.9497 -2.2303
12 C -2.6986 -3.7370 -1.2837
13 C -2.8938 -2.4290 -0.5577
14 N -1.3675 -0.8288 -1.6902
15 H 1.8360 -0.6061 -4.5245
16 H 2.4965 -1.9435 -3.6368
17 H 1.0208 -2.1783 -4.6154
18 H 4.2159 1.9534 -2.7109
19 H 3.8185 3.1716 -1.5424
20 H 0.0351 -3.4946 -3.2822
21 H -1.7588 -4.9238 -2.7041
22 H -3.3976 -4.5341 -1.0603
23 H -3.9272 -2.4004 -0.2120
24 C -0.5998 -1.2278 4.4273
25 C -0.0944 -0.9623 3.1609
26 N -0.7822 -0.2205 2.2939
27 C -1.9721 0.2519 2.6733
28 C -2.4718 -0.0547 3.9371
29 N -1.7879 -0.7842 4.8078
30 C -2.6458 1.1609 1.7221
31 C -3.8693 1.7104 2.0330
32 C -4.4596 2.6600 1.1999
33 C -3.7354 3.0186 0.0708
34 C -2.5147 2.4297 -0.2079
35 N -1.9618 1.4735 0.5862
36 C -1.7990 2.8411 -1.4353
37 C -1.9125 4.1210 -1.9697
38 N -1.3270 4.4577 -3.1108
39 C -0.6283 3.5194 -3.7315
40 C -0.4610 2.2525 -3.1837
41 N -1.0331 1.9283 -2.0288
42 C -5.7693 3.2569 1.5075
43 C -6.6438 3.6175 0.4862
44 C -7.8689 4.1698 0.8297
45 N -8.2478 4.3905 2.0850
46 C -7.4027 4.0547 3.0551
47 C -6.1625 3.4789 2.8242
48 H -0.0292 -1.8097 5.1410
49 H 0.8689 -1.3252 2.8372
50 H -3.4374 0.2996 4.2705
51 H -4.3885 1.4010 2.9268
52 H -4.1211 3.7628 -0.6100
53 H -2.4689 4.8958 -1.4570
54 H -0.1767 3.7784 -4.6814
55 H 0.1555 1.5053 -3.6661
56 H -6.4055 3.4462 -0.5555
57 H -8.5789 4.4469 0.0597
58 H -7.7315 4.2574 4.0674
59 H -5.5131 3.2550 3.6607
60 C 5.0201 0.2218 1.0619
61 N 3.9963 0.6397 2.0141
62 C 4.3886 1.3487 3.2350
63 C 3.1886 2.2462 3.4642
64 N 2.1109 1.5053 2.7915
65 C 0.8788 2.2554 2.6744
66 C 2.6591 0.6449 1.8748
67 N 1.9378 -0.1469 1.0824
68 C 2.6030 -1.3130 0.4781
69 C 1.6098 -2.4699 0.3798
70 N 0.2336 -1.9745 0.2562
71 C -0.7489 -2.7577 0.6216
72 N -2.0822 -2.2426 0.6983
73 C -2.7616 -1.2195 -1.4588
74 C -2.6596 -3.0136 1.8284
75 C -1.9634 -4.3701 1.7438
76 N -0.6985 -4.0083 1.0948
77 C 0.2480 -5.0920 0.8264
78 H 5.8006 0.9810 1.0703
79 H 4.6145 0.1806 0.0568
80 H 5.4692 -0.7358 1.3249
81 H 5.3106 1.9020 3.0752
82 H 4.5388 0.6391 4.0509
83 H 3.3133 3.2225 2.9846
84 H 2.9579 2.3921 4.5171
85 H 1.0928 3.2805 2.3599
86 H 0.3510 2.2752 3.6292
87 H 0.1996 1.8430 1.9304
88 H 3.4236 -1.6595 1.1044
89 H 3.0034 -1.0801 -0.5072
90 H 1.6709 -3.0913 1.2769
91 H 1.8898 -3.0935 -0.4717
92 H -1.3903 0.0509 -2.2073
93 H -3.2474 -0.3606 -0.9928
94 H -3.2666 -1.4163 -2.4066
95 H -3.7390 -3.0884 1.7259
96 H -2.4389 -2.5103 2.7685
97 H -2.5046 -5.1016 1.1415
98 H -1.7633 -4.8056 2.7224
99 H -0.3388 -5.9840 0.6091
100 H 0.8833 -5.2906 1.6881
101 H 0.8561 -4.8745 -0.0430